Entry 1:
{"formula": "C6H7N", "method": "wB97M-V/def2-TZVPD", "e_tot_ha": -287.3719, "lumo_energy_ev": [-1.5, -0.2], "relative_energy_kj_mol": 565.3, "largest_force_ev_per_a": 2.83, "species": ["C", "C", "C", "C", "C", "N", "C", "H", "H", "H", "H", "H", "H", "H"], "coordinates": [[0.4031, -1.1331, 0.1243], [0.1638, 0.6727, 0.3675], [1.4849, -1.8394, 0.4495], [1.1139, 1.3282, -0.3987], [-2.3880, 0.5915, -0.2567], [-0.7643, -1.2468, -0.4124], [-1.1649, 0.0550, -0.2585], [0.0164, 1.0651, 1.3732], [2.4379, -1.3430, 0.5694], [1.4585, -2.9216, 0.4331], [1.4038, 0.9208, -1.3598], [1.6146, 2.2226, -0.0480], [-2.5804, 1.5751, 0.1498], [-3.1994, 0.0529, -0.7326]], "forces_ev_per_a": [[0.5399, 2.6522, 0.8229], [-1.6080, -2.1539, -0.1769], [0.7366, -0.8111, -0.1596], [0.8353, 0.6183, -0.7900], [-0.2468, -0.1907, -0.6927], [-1.2447, -1.0175, -1.5173], [0.9772, 1.0378, 2.0931], [0.0627, -0.1805, 0.0268], [-0.0929, 0.0340, 0.1926], [-0.0323, -0.0585, 0.2480], [-0.1276, 0.2528, -0.1182], [0.1435, -0.2002, 0.0338], [0.1287, 0.0196, -0.1710], [-0.0715, -0.0023, 0.2086]], "mulliken_charge": [0.54, -0.01, -0.86, -0.94, -0.85, -0.64, 0.53, 0.39, 0.30, 0.30, 0.33, 0.32, 0.29, 0.29]}

***

Entry 2:
{"formula": "C6H7N", "method": "wB97M-V/def2-TZVPD", "smiles": "C#C/N=C1/C[C@@H]1C", "e_tot_ha": -287.4140, "lumo_energy_ev": 0.3, "relative_energy_kj_mol": 454.7, "largest_force_ev_per_a": 3.55, "species": ["C", "C", "N", "C", "C", "C", "C", "H", "H", "H", "H", "H", "H", "H"], "coordinates": [[3.7474, 0.7338, -0.0972], [2.9083, -0.1315, -0.0627], [2.0125, -1.1208, -0.1845], [0.7681, -1.0251, -0.0010], [-0.5620, -1.6657, 0.2003], [-0.2809, -0.2504, 0.5713], [-0.7723, 0.7481, -0.4220], [4.4479, 1.4327, 0.3231], [-1.2083, -1.9687, -0.6890], [-0.6922, -2.3827, 0.9992], [-0.2693, 0.1023, 1.6181], [-1.0448, 0.3695, -1.3670], [0.0036, 1.5494, -0.5000], [-1.6170, 1.1919, 0.1358]], "forces_ev_per_a": [[0.3277, 0.0380, 1.1103], [-0.7808, 0.2460, -0.1407], [-0.0060, -0.9772, -0.9784], [0.7851, -0.7275, 1.6144], [-0.2878, -2.0077, -1.4474], [-0.0965, 1.3371, -0.1587], [0.0028, 2.6814, 2.3324], [-0.1494, -0.0921, -0.6650], [0.8350, 0.8860, 1.1685], [0.3928, -0.1526, 0.1031], [0.0852, -0.4526, -0.5995], [-0.2869, -0.4993, -0.9864], [-0.6916, -0.4949, -0.3001], [-0.1297, 0.2154, -1.0524]], "mulliken_charge": [-0.52, 0.27, -0.63, 0.56, -0.63, 0.02, -1.10, 0.36, 0.19, 0.25, 0.32, 0.35, 0.28, 0.30]}

***

Entry 3:
{"formula": "C6H7N", "method": "wB97M-V/def2-TZVPD", "smiles": "C1=CCC=C1.C#N", "e_tot_ha": -287.4896, "lumo_energy_ev": 1.0, "relative_energy_kj_mol": 256.4, "largest_force_ev_per_a": 3.22, "species": ["C", "C", "C", "C", "C", "H", "H", "H", "H", "H", "H", "C", "N", "H"], "coordinates": [[0.0118, -0.0610, 1.3353], [-0.1900, 1.1251, 0.7109], [-1.0552, 0.9243, -0.5044], [-1.3236, -0.6030, -0.4899], [-0.6200, -1.1497, 0.5360], [0.5976, -0.1226, 2.1988], [0.0574, 2.1707, 0.9906], [-0.6283, 1.2506, -1.3799], [-1.8006, 1.6865, -0.5567], [-1.8463, -1.2304, -1.1994], [-0.6094, -2.2500, 0.7848], [3.4961, -0.4778, -0.4958], [3.0983, 0.3805, 0.1883], [3.7549, -1.2742, -1.1397]], "forces_ev_per_a": [[-0.5891, 0.9805, -1.8736], [-0.6175, 0.0175, -0.1557], [-0.2753, -1.8971, 1.9327], [0.8119, 0.5360, 0.6997], [-0.5508, 0.0252, 0.3033], [0.6591, -0.5410, 1.1772], [0.1967, -1.1523, 0.1153], [2.0405, 0.1338, -2.3954], [-1.7272, -0.0382, 0.6985], [-0.1368, 0.4525, -0.1935], [0.1202, 1.4691, -0.2994], [-1.3521, 2.2955, 1.8036], [1.1767, -1.9633, -1.5731], [0.2435, -0.3182, -0.2396]], "mulliken_charge": [-0.61, -0.21, -0.62, -0.47, -0.27, 0.47, 0.32, 0.31, 0.35, 0.38, 0.34, 0.08, -0.36, 0.28]}

***

Entry 4:
{"formula": "C6H7N", "method": "wB97M-V/def2-TZVPD", "smiles": "Cc1ccc2n1C2", "e_tot_ha": -287.4716, "lumo_energy_ev": 1.1, "relative_energy_kj_mol": 303.7, "largest_force_ev_per_a": 1.02, "species": ["C", "C", "C", "C", "C", "N", "C", "H", "H", "H", "H", "H", "H", "H"], "coordinates": [[2.0255, -0.3224, -0.1660], [0.6130, 0.1412, -0.1124], [0.1059, 1.4180, 0.0047], [-1.3147, 1.3354, 0.0535], [-1.6150, 0.0352, -0.2293], [-0.4330, -0.6945, -0.3742], [-1.5965, -1.3474, 0.2097], [2.2378, -1.0030, 0.6595], [2.2175, -0.8552, -1.0966], [2.6970, 0.5294, -0.1016], [0.6838, 2.3176, 0.1133], [-1.9984, 2.1495, 0.1926], [-1.6221, -1.5783, 1.2755], [-2.0006, -2.1256, -0.4287]], "forces_ev_per_a": [[-0.0738, -0.0714, 0.0313], [0.3212, 0.3638, 0.1907], [0.0200, -0.1291, 0.3232], [-0.0337, 0.0838, -0.2688], [0.5738, -0.4009, -0.4577], [-0.5962, 0.3779, -0.7301], [-0.5544, -0.4307, 0.6732], [0.0926, -0.0146, 0.0137], [0.0749, -0.0006, -0.0299], [0.0851, 0.0007, 0.0172], [0.1615, 0.1359, -0.0558], [-0.1533, 0.0984, 0.2035], [0.0441, -0.0053, 0.0342], [0.0381, -0.0078, 0.0555]], "mulliken_charge": [-1.12, 0.12, -0.14, -0.72, -0.04, -0.15, -0.05, 0.27, 0.30, 0.29, 0.40, 0.39, 0.24, 0.19]}

***

Entry 5:
{"formula": "C6H7N", "method": "wB97M-V/def2-TZVPD", "e_tot_ha": -287.3666, "lumo_energy_ev": [0.0, -0.6], "relative_energy_kj_mol": 579.3, "largest_force_ev_per_a": 4.70, "species": ["C", "C", "C", "C", "C", "C", "N", "H", "H", "H", "H", "H", "H", "H"], "coordinates": [[1.7407, 0.5926, -0.1585], [-1.5622, 1.0342, -0.3157], [-0.6732, 0.5728, -1.2148], [-0.7116, 0.9832, 0.8842], [0.3716, 0.4943, -0.1147], [0.6164, -2.0330, 0.1558], [2.8799, 0.7281, -0.0392], [-2.6410, 1.3804, -0.5175], [-0.5076, 0.4512, -2.2370], [-0.7146, 2.0176, 1.1760], [-0.8569, 0.4110, 1.7351], [1.4622, -2.1843, 0.8262], [0.8146, -2.4152, -0.8737], [-0.2182, -2.0329, 0.6938]], "forces_ev_per_a": [[0.9825, 0.5428, 0.6373], [-3.6298, -0.6042, -2.3237], [1.8576, 0.5621, 3.2113], [1.0727, 1.4472, -1.3990], [-2.2120, -1.6347, -1.1231], [4.2124, 0.6119, -2.0042], [0.4659, -0.0148, -0.2644], [1.7977, -0.5657, 0.6958], [-0.3235, -0.1494, -1.4621], [1.1171, 0.6656, 0.6400], [-0.7558, -1.4588, 1.3739], [0.1722, 0.3231, -0.3113], [-0.8314, 0.5379, 1.0157], [-3.9257, -0.2630, 1.3138]], "mulliken_charge": [0.58, -0.38, -0.46, -0.69, 0.02, -0.98, -0.49, 0.34, 0.49, 0.25, 0.30, 0.29, 0.32, 0.42]}

***

Entry 6:
{"formula": "C6H7N", "method": "wB97M-V/def2-TZVPD", "smiles": "Nc1ccccc1", "e_tot_ha": -287.5524, "lumo_energy_ev": 1.2, "relative_energy_kj_mol": 91.4, "largest_force_ev_per_a": 5.31, "species": ["N", "C", "C", "C", "C", "C", "C", "H", "H", "H", "H", "H", "H", "H"], "coordinates": [[0.6521, -2.1064, -0.7675], [0.3308, -0.7702, -0.3408], [0.0053, -0.6160, 1.0213], [-0.3840, 0.6414, 1.5121], [-0.5594, 1.7103, 0.5879], [-0.2511, 1.5172, -0.8051], [0.3170, 0.3115, -1.2176], [1.5591, -2.4123, -0.7348], [-0.1540, -2.7254, -0.8389], [0.0209, -1.3457, 1.6918], [-0.6841, 0.7363, 2.6193], [-0.9660, 2.6286, 0.8939], [-0.5551, 2.3275, -1.4007], [0.6683, 0.1032, -2.2207]], "forces_ev_per_a": [[-3.0507, 1.5845, -0.6816], [0.3797, -0.8765, 1.3881], [-0.3641, 4.5582, -2.6992], [-0.7505, 0.5989, 0.0415], [0.8706, -2.6078, -0.9916], [0.0527, -0.6645, 3.1924], [-0.6379, -0.1782, 0.0369], [2.0465, -1.0917, 0.1423], [1.0204, 0.0836, 0.1161], [0.2796, -3.4881, 2.3383], [0.6137, 0.0317, -1.9107], [-0.4446, 1.0664, 0.3972], [0.2612, 0.7433, -1.2363], [-0.2766, 0.2404, -0.1333]], "mulliken_charge": [-0.45, -0.03, -0.43, -0.39, -0.37, -0.47, -0.24, 0.17, 0.20, 0.55, 0.24, 0.40, 0.40, 0.42]}

***

Entry 7:
{"formula": "C6H7N", "method": "wB97M-V/def2-TZVPD", "e_tot_ha": -287.5011, "lumo_energy_ev": 0.8, "relative_energy_kj_mol": 226.2, "largest_force_ev_per_a": 1.18, "species": ["N", "C", "C", "C", "C", "C", "C", "H", "H", "H", "H", "H", "H", "H"], "coordinates": [[0.5994, -1.5417, -1.9614], [1.4747, -2.0092, -2.5869], [-0.0841, -0.7143, 0.9896], [-1.2639, -0.3181, 0.4741], [-1.1379, 1.0667, -0.0113], [0.1146, 1.4976, 0.2149], [0.9082, 0.4073, 0.8764], [0.1472, -1.6840, 1.4170], [-0.0880, -1.1644, -1.3264], [-2.1718, -0.9116, 0.4227], [-1.9398, 1.6300, -0.4765], [0.5170, 2.4751, -0.0261], [1.7904, 0.1206, 0.2857], [1.2817, 0.7133, 1.8638]], "forces_ev_per_a": [[0.8857, -0.4546, -0.6274], [-0.8870, 0.4729, 0.5718], [-0.0957, 0.0323, -0.0169], [0.0798, -0.0388, 0.0758], [0.0833, 0.0320, 0.0040], [-0.0752, -0.0208, -0.0215], [-0.0432, -0.0115, -0.0073], [-0.0700, 0.1522, -0.0492], [0.0775, -0.0274, -0.0083], [0.1364, 0.0907, 0.0263], [0.1297, -0.0687, 0.0773], [-0.0721, -0.1553, 0.0197], [-0.1111, 0.0304, 0.0786], [-0.0381, -0.0334, -0.1229]], "mulliken_charge": [-0.08, -0.17, -0.56, -0.55, -0.23, -0.52, -0.35, 0.34, 0.28, 0.41, 0.40, 0.39, 0.28, 0.35]}

***

Entry 8:
{"formula": "C6H7N2", "method": "wB97M-V/def2-TZVPD", "e_tot_ha": -341.8759, "lumo_energy_ev": [-4.8, -5.3], "relative_energy_kj_mol": 503.7, "charge": 1, "largest_force_ev_per_a": 4.40, "species": ["C", "C", "C", "C", "C", "C", "N", "N", "H", "H", "H", "H", "H", "H", "H"], "coordinates": [[1.6956, -1.0263, 0.1244], [-0.8797, -1.0739, 0.0789], [2.5277, 0.0826, 0.0894], [-1.4171, 1.2967, 0.0810], [0.4004, -0.5109, -0.0796], [-1.9607, -0.0435, 0.1136], [1.7972, 1.2225, 0.0906], [0.5169, 0.8795, -0.1301], [2.1421, -2.0958, 0.1269], [-1.1003, -2.1801, 0.2175], [3.5333, 0.2558, 0.3626], [-1.7525, 2.2966, -0.2094], [-2.6942, -0.0687, -0.7999], [-2.5437, -0.1957, 0.9828], [2.3240, 2.1756, 0.1270]], "forces_ev_per_a": [[2.4176, -1.3560, -1.1700], [-0.0590, -0.6992, -0.4932], [-0.8476, -0.1822, 1.5517], [2.7728, 0.5331, 0.4560], [0.3965, 0.4286, 0.9799], [0.1550, 0.0534, -2.7750], [0.8532, 0.8934, -0.5386], [-4.3889, -0.1417, 0.2955], [-1.3932, 2.0526, 0.1391], [0.4818, 1.8033, -0.2550], [1.1256, -0.5333, -0.2414], [0.6417, -0.4796, -0.1318], [1.1046, -0.3934, 1.3494], [-0.9136, -0.0372, 1.1916], [-2.3466, -1.9418, -0.3584]], "mulliken_charge": [-0.50, -0.56, -0.16, -0.38, 0.55, -0.11, -0.18, -0.08, 0.30, 0.36, 0.41, 0.37, 0.32, 0.36, 0.31]}

***

Entry 9:
{"formula": "C6H7N2O2S", "method": "wB97M-V/def2-TZVPD", "smiles": "COC1=C([N+]#N)C[C@H](C=S)O1", "e_tot_ha": -890.6291, "lumo_energy_ev": -4.6, "relative_energy_kj_mol": 134.2, "charge": 1, "largest_force_ev_per_a": 4.62, "species": ["C", "O", "C", "C", "N", "N", "C", "C", "C", "S", "O", "H", "H", "H", "H", "H", "H", "H"], "coordinates": [[1.2537, -1.7416, 0.4121], [1.6839, -0.3586, 0.4133], [0.7550, 0.3863, -0.0019], [0.7931, 1.8168, 0.0101], [1.8995, 2.5199, 0.1272], [2.8783, 3.0143, 0.3011], [-0.5649, 2.3015, -0.5252], [-1.3980, 0.9740, -0.5422], [-2.4578, 0.8416, 0.4169], [-3.8224, 0.0196, 0.0657], [-0.4130, -0.0653, -0.3387], [2.1139, -2.3454, 0.6547], [0.8882, -2.0829, -0.6346], [0.5422, -1.6699, 1.2788], [-0.5029, 2.6125, -1.5266], [-1.0628, 3.2397, -0.0224], [-1.8666, 0.8335, -1.4902], [-2.5369, 1.3285, 1.4314]], "forces_ev_per_a": [[-0.6765, -1.1685, 0.0434], [0.6262, -0.3984, -1.1354], [-0.4205, 3.2953, 0.5710], [-1.7653, -0.7425, -0.8250], [0.5715, -0.4162, 0.4423], [-0.2096, 0.1940, -0.1557], [-0.6621, 1.2535, 1.4949], [1.5547, 1.9853, -0.4030], [-3.7292, -0.4365, 2.6975], [0.9828, 0.3966, -0.0172], [0.4642, -1.0888, -0.0052], [0.2203, 0.0772, 0.2330], [0.2059, 0.7819, 2.0707], [0.2050, -1.3321, -1.2430], [0.4503, 0.4292, -1.4720], [0.9304, -2.1720, -0.3032], [0.1800, -0.3634, -0.8681], [1.0720, -0.2946, -1.1252]], "mulliken_charge": [-0.65, -0.33, 0.72, 0.17, 0.70, -0.50, -0.78, 0.29, -0.56, -0.10, -0.29, 0.29, 0.29, 0.34, 0.33, 0.36, 0.41, 0.30]}

***

Entry 10:
{"formula": "C6H7N3", "method": "wB97M-V/def2-TZVPD", "e_tot_ha": -396.8803, "lumo_energy_ev": 0.1, "relative_energy_kj_mol": 556.5, "largest_force_ev_per_a": 5.73, "species": ["C", "C", "C", "C", "C", "C", "N", "N", "N", "H", "H", "H", "H", "H", "H", "H"], "coordinates": [[0.3278, -0.1099, 1.5996], [0.8071, 1.0984, 1.8617], [-1.1868, 0.5918, -0.0415], [-0.1668, -0.2365, 0.2564], [0.2925, 2.3077, -0.2384], [-0.1426, -1.7484, -1.8985], [0.9636, 1.9530, 0.7914], [-1.0763, 1.8689, -0.1757], [0.1628, -1.3381, -0.4431], [0.3052, -0.9812, 2.2161], [1.2541, 1.3614, 2.8296], [0.6431, -1.1232, -2.5089], [-0.1469, -2.8476, -1.9325], [-1.0762, -1.4854, -2.1171], [-1.8681, 2.5220, -0.1788], [0.9074, -1.8329, -0.0205]], "forces_ev_per_a": [[-0.7867, -1.4589, -0.5584], [0.7260, 1.9747, -0.6391], [-2.0250, 1.9724, -0.0137], [0.1926, -2.6202, -0.6367], [2.3763, 1.8762, -0.2938], [5.0835, 1.0730, 2.4075], [0.0139, 0.4264, 1.2567], [-1.4054, -1.5635, 0.6363], [-0.6127, -0.6426, -1.5071], [0.2921, -0.3252, 0.5615], [-0.2883, 0.1755, -0.5186], [-1.6285, -1.8576, 0.5703], [0.7682, 0.5003, -0.2283], [-3.8322, 1.5539, -0.9530], [0.4846, -0.4918, -0.3018], [0.6417, -0.5927, 0.2181]], "mulliken_charge": [-0.74, -0.22, -0.39, 0.79, -0.52, -0.85, -0.18, 0.11, -0.32, 0.46, 0.38, 0.28, 0.33, 0.34, 0.28, 0.24]}

***

Entry 11:
{"formula": "C6H7N3", "method": "wB97M-V/def2-TZVPD", "smiles": "N=C=C1C=CC=N1.C=N", "e_tot_ha": -396.9744, "lumo_energy_ev": 0.7, "relative_energy_kj_mol": 309.4, "largest_force_ev_per_a": 4.02, "species": ["N", "C", "C", "C", "C", "C", "N", "H", "H", "H", "H", "C", "N", "H", "H", "H"], "coordinates": [[0.0287, 0.8902, -1.9073], [0.3750, 0.8497, -0.7984], [0.9032, 0.6105, 0.4000], [2.2936, 0.4005, 0.7370], [2.3356, 0.2380, 2.1319], [0.9707, 0.3228, 2.5518], [0.1800, 0.6221, 1.5473], [-0.5947, 0.2593, -2.4313], [2.8573, 0.1669, -0.0936], [3.1017, 0.0273, 2.7650], [0.6356, 0.2358, 3.5823], [-2.8484, -0.6952, -1.5006], [-1.9222, -1.0645, -2.2334], [-3.7156, -1.2251, -1.2041], [-2.8593, 0.3810, -1.2246], [-1.7412, -2.0192, -2.3219]], "forces_ev_per_a": [[-0.9684, 1.2703, -1.7129], [0.7061, -1.0770, 0.5969], [1.5647, 0.3569, 2.3393], [-1.6655, -0.4116, 1.5480], [-2.2381, 0.2965, -3.3222], [0.4985, 0.8131, -0.7363], [-2.3561, -0.0808, 1.3048], [0.0765, -0.5148, 0.0570], [2.3339, -0.1487, -0.9768], [2.3025, -0.5590, 1.3363], [-0.1982, 0.0634, -0.2979], [-0.7768, 2.3998, 0.2281], [1.9591, 1.3245, -0.1170], [-0.5400, -1.1603, 0.7039], [-0.2096, -0.5026, -0.2467], [-0.4886, -2.0698, -0.7044]], "mulliken_charge": [-0.37, 0.55, 0.19, -0.60, -0.61, -0.26, -0.65, 0.42, 0.41, 0.52, 0.42, -0.21, -0.46, 0.29, 0.18, 0.19]}

***

Entry 12:
{"formula": "C6H7N3", "method": "wB97M-V/def2-TZVPD", "e_tot_ha": -396.8240, "lumo_energy_ev": 0.1, "relative_energy_kj_mol": 704.2, "largest_force_ev_per_a": 14.48, "species": ["C", "C", "C", "C", "C", "C", "H", "H", "H", "H", "H", "H", "H", "N", "N", "N"], "coordinates": [[0.8426, -1.2549, 0.8738], [-0.2188, -0.4641, 0.5790], [-1.0654, -0.9660, -0.5954], [-0.0302, -0.2851, -1.6283], [0.0534, 0.7087, -0.3981], [1.1238, 1.5330, 0.4713], [-1.9579, -0.4887, -0.6141], [-1.3714, -2.0069, -0.6645], [0.7379, -0.8770, -1.8204], [-0.4494, 0.2408, -2.5535], [-0.6931, 1.7400, -0.6030], [1.6342, 2.2773, 0.1337], [-0.3628, -0.0459, 2.7686], [1.7110, -2.1337, 0.5874], [0.4781, 1.5958, 1.7122], [-0.4319, 0.4267, 1.7514]], "forces_ev_per_a": [[10.0737, -9.7928, -3.5266], [-3.0711, 5.5604, 0.8288], [1.2517, -1.9648, -1.1647], [-5.1930, 3.7888, 1.3956], [3.1356, 2.9910, -1.0267], [-8.1272, -4.5267, 4.6873], [-2.6681, 2.0062, -0.0531], [0.7709, -0.4083, 0.0510], [3.5922, -2.3982, -0.7509], [0.4992, -1.1413, 1.2629], [1.0847, -3.8512, 0.9346], [3.4373, 4.5810, -1.6628], [-0.1185, 1.6092, -3.1566], [-6.3903, 6.7227, 2.9768], [2.4848, -3.1477, -4.1477], [-0.7619, -0.0283, 3.3521]], "mulliken_charge": [0.27, 0.53, -0.80, -0.73, 0.02, -0.60, 0.40, 0.36, 0.39, 0.27, 0.29, 0.49, 0.37, -0.54, -0.36, -0.38]}